{
  "formula": "C3H13NO4",
  "method": "ωB97M-V/def2-TZVPD",
  "species": ["C", "C", "N", "C", "O", "H", "H", "H", "H", "H", "H", "H", "O", "H", "H", "O", "H", "H", "O", "H", "H"],
  "xyz": [[-1.0526, -1.3795, -1.4698], [-1.5751, -0.5551, -0.2004], [-1.8094, -1.3533, 1.0480], [-0.6147, 0.7548, 0.0061], [0.0748, 0.9725, 0.9087], [-1.9046, -1.7888, -1.9198], [-0.1030, -1.8859, -1.1724], [-0.7581, -0.6343, -2.2031], [-2.6008, -0.1041, -0.5409], [-1.6311, -0.9054, 1.9585], [-1.3193, -2.2715, 1.0611], [-0.7035, 1.5474, -0.8883], [1.3010, -1.7089, 2.3200], [1.8527, -2.1683, 1.6742], [0.8544, -1.0703, 1.7210], [1.4211, 1.4241, -1.8272], [2.2673, 1.0317, -2.0768], [1.7118, 1.9947, -1.1458], [1.5918, 3.0455, 0.6905], [0.7157, 2.6453, 0.9880], [2.2818, 2.4097, 1.0682]],
  "largest_force_ha_per_bohr": 0.1311,
  "smiles": "C[C@@H](N)C=O.O.O.O",
  "orbital_gap_ev": 9.7561,
  "charge": 0,
  "energy_ha": -477.762771,
  "homo_ev": -9.320
}

{
  "formula": "C51H41N2O4PtS5",
  "method": "ωB97M-V/def2-TZVPD",
  "species": ["Pt", "O", "C", "C", "C", "C", "C", "C", "C", "C", "C", "O", "C", "C", "C", "C", "C", "C", "C", "C", "C", "C", "C", "C", "N", "C", "C", "C", "C", "C", "C", "C", "C", "C", "C", "C", "C", "H", "H", "H", "H", "H", "H", "H", "H", "H", "H", "H", "H", "H", "H", "H", "H", "H", "H", "H", "H", "H", "H", "H", "H", "H", "H", "H", "S", "C", "S", "C", "C", "S", "S", "S", "C", "C", "C", "C", "C", "C", "N", "C", "C", "C", "C", "C", "C", "C", "O", "O", "C", "C", "H", "H", "H", "H", "H", "H", "H", "H", "H", "H", "H", "H", "H", "H"],
  "xyz": [[1.2767, 0.5124, 0.6598], [-0.4676, -0.2942, 1.7101], [-0.3484, -0.6236, 3.0427], [0.5404, 0.4163, 3.8021], [0.0537, 1.7760, 3.4377], [-0.7681, 2.4451, 4.3344], [-1.3233, 3.6546, 3.9692], [-1.0550, 4.1445, 2.7102], [-0.2146, 3.4385, 1.8468], [-0.0622, 4.0645, 0.4787], [0.5763, 3.2763, -0.6974], [0.2641, 1.9248, -0.6229], [2.0687, 3.5945, -0.8850], [2.6630, 3.1284, -2.0590], [3.9783, 3.4339, -2.3604], [4.7331, 4.2000, -1.4810], [4.1614, 4.6445, -0.3019], [2.8342, 4.3491, -0.0081], [-0.1250, 3.8582, -1.9488], [-1.2005, 3.1653, -2.4921], [-1.8716, 3.6670, -3.5979], [-1.4711, 4.8654, -4.1713], [-0.4009, 5.5618, -3.6292], [0.2685, 5.0641, -2.5197], [0.3379, 2.2798, 2.2197], [0.1757, -2.0562, 3.2390], [1.2922, -2.3956, 3.9857], [1.6765, -3.7272, 4.1078], [0.9482, -4.7279, 3.4893], [-0.1675, -4.3922, 2.7307], [-0.5450, -3.0685, 2.6078], [-1.7404, -0.5621, 3.7058], [-2.8027, 0.0233, 3.0316], [-4.0581, 0.0919, 3.6223], [-4.2621, -0.4242, 4.8928], [-3.2011, -1.0084, 5.5731], [-1.9491, -1.0780, 4.9826], [0.4588, 0.2685, 4.8783], [1.5679, 0.2651, 3.4885], [-0.9803, 2.0012, 5.2975], [-1.9725, 4.1921, 4.6492], [-1.4977, 5.0757, 2.3810], [-1.0851, 4.2960, 0.1757], [0.4489, 5.0274, 0.5679], [2.0693, 2.5255, -2.7355], [4.4317, 3.0517, -3.2669], [5.7631, 4.4408, -1.7160], [4.7492, 5.2227, 0.4015], [2.4146, 4.7068, 0.9243], [-1.4825, 2.2262, -2.0334], [-2.7090, 3.1204, -4.0158], [-1.9909, 5.2523, -5.0396], [-0.0802, 6.4946, -4.0779], [1.1080, 5.6081, -2.1034], [1.8856, -1.6327, 4.4753], [2.5498, -3.9783, 4.6987], [1.2492, -5.7643, 3.5862], [-0.7417, -5.1629, 2.2305], [-1.4009, -2.7916, 2.0033], [-2.6241, 0.4114, 2.0366], [-4.8838, 0.5440, 3.0854], [-5.2424, -0.3814, 5.3519], [-3.3523, -1.4191, 6.5645], [-1.1288, -1.5471, 5.5140], [8.7841, 0.1036, 1.3168], [7.1591, 0.1608, 1.1371], [6.3114, -0.4556, -0.2447], [4.6976, 0.0861, 0.1988], [4.6067, 0.7071, 1.4336], [3.2111, 1.3855, 2.0981], [6.0965, 0.8306, 2.3403], [3.4360, -0.1247, -0.8791], [-3.8891, -1.0037, -5.8056], [-3.5320, -2.0345, -4.7675], [-4.4294, -3.0543, -4.4695], [-4.1246, -3.9951, -3.4997], [-2.9231, -3.9263, -2.8195], [-1.9966, -2.9267, -3.1231], [-0.7925, -2.8023, -2.4281], [-0.0528, -3.7865, -1.8154], [-0.1457, -5.1295, -2.2179], [0.6354, -6.1054, -1.6341], [1.5457, -5.7810, -0.6360], [1.6673, -4.4626, -0.2417], [0.8897, -3.4558, -0.8041], [1.0960, -2.0630, -0.2881], [1.8400, -1.8813, 0.7019], [0.5469, -1.0779, -0.8791], [-2.3012, -1.9703, -4.1101], [-1.3165, -0.8824, -4.4525], [-4.9080, -1.1527, -6.1608], [-3.2160, -1.0635, -6.6643], [-3.8077, 0.0054, -5.3969], [-5.3777, -3.1016, -4.9925], [-4.8364, -4.7748, -3.2573], [-2.7055, -4.6259, -2.0239], [-0.5410, -1.8725, -2.0914], [-0.8319, -5.3895, -3.0121], [0.5333, -7.1327, -1.9635], [2.1529, -6.5500, -0.1756], [2.3731, -4.1803, 0.5276], [-0.3251, -1.1119, -4.0706], [-1.6240, 0.0752, -4.0227], [-1.2448, -0.7552, -5.5337]],
  "s2": 6.0335,
  "largest_force_ha_per_bohr": 0.0131,
  "multiplicity": 5,
  "orbital_gap_ev": [6.9318, 5.7537],
  "charge": -1,
  "energy_ha": -4488.819461,
  "homo_ev": [-5.018, -5.231]
}

{
  "formula": "C5H6O",
  "method": "ωB97M-V/def2-TZVPD",
  "species": ["C", "C", "C", "O", "C", "C", "H", "H", "H", "H", "H", "H"],
  "xyz": [[-0.8326, -0.9379, -0.2169], [-0.7137, -0.4782, 1.0259], [0.1175, 0.7399, 1.0088], [1.5193, 0.3792, 0.8823], [0.7977, 0.7783, -0.2756], [0.1803, -0.2999, -1.1552], [-1.5157, -1.7248, -0.5108], [-1.0680, -0.9264, 1.9499], [-0.2525, 1.6276, 1.5276], [1.1716, 1.7028, -0.7057], [-0.2289, 0.1407, -2.0718], [0.9125, -1.0634, -1.4493]],
  "largest_force_ha_per_bohr": 0.0167,
  "smiles": "C1=C[C@H]2O[C@H]2C1",
  "orbital_gap_ev": 10.4608,
  "charge": 0,
  "energy_ha": -269.282361,
  "homo_ev": -9.324
}

{
  "formula": "C3H4NO2",
  "method": "ωB97M-V/def2-TZVPD",
  "species": ["C", "C", "C", "N", "O", "O", "H", "H", "H", "H"],
  "xyz": [[2.3615, 0.7103, -0.0832], [1.2111, 1.5032, -0.4152], [4.4665, -0.4740, 0.0309], [3.5839, 0.3131, -0.2527], [1.3242, 0.2943, 0.5263], [5.3626, -1.1341, 0.2548], [0.9698, 2.4340, 0.1313], [0.6970, 1.1673, -1.2837], [-0.8514, -0.0126, 2.6499], [-1.2643, -0.3544, 3.3471]],
  "largest_force_ha_per_bohr": 0.0652,
  "orbital_gap_ev": 10.1143,
  "charge": 1,
  "energy_ha": -321.536296,
  "homo_ev": -16.496
}

{
  "formula": "C14H6Cl2F4N2",
  "method": "ωB97M-V/def2-TZVPD",
  "species": ["N", "C", "C", "C", "C", "C", "C", "C", "F", "F", "F", "C", "Cl", "N", "C", "C", "C", "C", "Cl", "C", "C", "F", "H", "H", "H", "H", "H", "H"],
  "xyz": [[-2.8577, -2.1209, -1.0119], [-1.7197, -1.9189, -0.7632], [-0.4236, -1.4770, -0.4358], [-0.2195, -0.0677, -1.0696], [-0.7119, 1.0066, -0.4435], [-0.5726, 2.2905, -0.9584], [0.1691, 2.4112, -2.1813], [0.2284, 3.7786, -2.9328], [-0.3842, 4.7828, -2.2121], [1.4789, 4.1841, -3.2172], [-0.5704, 3.7429, -4.0235], [0.7428, 1.3017, -2.7189], [1.6071, 1.2634, -4.2696], [0.4983, 0.1216, -2.1637], [-0.1055, -1.5931, 1.0327], [-0.7683, -2.5974, 1.7917], [-0.4755, -2.7345, 3.1587], [0.5708, -1.9994, 3.7262], [0.9766, -2.5672, 5.3019], [1.3950, -1.1279, 3.0158], [1.0292, -0.9075, 1.6742], [1.8795, -0.0547, 1.1058], [0.2163, -2.1236, -1.0652], [-1.1573, 0.7852, 0.4984], [-0.9482, 3.2052, -0.4107], [-1.4685, -3.3341, 1.3277], [-0.7211, -3.5603, 3.8616], [2.3122, -0.6894, 3.3826]],
  "largest_force_ha_per_bohr": 0.1211,
  "smiles": "N#C[C@@H](c1ccc(C(F)(F)F)c(Cl)n1)c1ccc(Cl)cc1F",
  "orbital_gap_ev": 9.4941,
  "charge": 0,
  "energy_ha": -1966.425217,
  "homo_ev": -9.653
}

{
  "formula": "C7H14N2",
  "method": "ωB97M-V/def2-TZVPD",
  "species": ["H", "N", "C", "C", "C", "C", "H", "H", "H", "H", "H", "H", "C", "C", "C", "N", "H", "H", "H", "H", "H", "H", "H"],
  "xyz": [[-1.4313, 1.1354, -2.6137], [-1.4654, 0.2052, -2.1965], [-1.5986, 0.2276, -0.9082], [-2.0995, 1.4461, -0.1624], [-1.9196, -1.0901, -0.3159], [-2.3570, -1.3077, 0.9180], [-1.8586, 2.3547, -0.7114], [-1.6450, 1.5028, 0.8264], [-3.1820, 1.3995, -0.0389], [-1.7045, -1.9203, -0.9770], [-2.5936, -0.5082, 1.6033], [-2.4690, -2.3097, 1.3047], [3.0096, -1.0544, 0.5588], [2.3343, 0.2830, 0.4689], [0.8652, 0.2967, -0.4173], [2.6929, 1.3601, 0.9911], [3.1063, -1.4901, -0.4350], [2.4034, -1.7274, 1.1652], [3.9978, -0.9744, 1.0147], [0.4615, -0.2736, 0.4369], [1.1067, -0.2580, -1.3209], [0.7408, 1.3470, -0.6430], [3.6056, 1.3557, 1.4520]],
  "largest_force_ha_per_bohr": 0.1178,
  "smiles": "[H]/N=C(\\C)C=C.CC(C)=N",
  "orbital_gap_ev": 9.6476,
  "charge": 0,
  "energy_ha": -384.528019,
  "homo_ev": -9.036
}

{
  "formula": "C4H6N3",
  "method": "ωB97M-V/def2-TZVPD",
  "species": ["C", "C", "C", "C", "N", "N", "N", "H", "H", "H", "H", "H", "H"],
  "xyz": [[2.3566, 0.6670, 0.0043], [-3.3433, 0.1792, -0.0258], [-0.9373, -0.2848, -0.4289], [-0.0827, 0.3194, 0.4709], [-2.2326, -0.3636, -0.1493], [1.2270, 0.4130, 0.2820], [3.9944, -0.2253, -0.1694], [-3.6060, 1.1894, -0.2150], [-4.0764, -0.4641, 0.3014], [-0.6889, -0.7821, -1.3891], [-0.5714, 0.8690, 1.2991], [3.6817, -1.0048, -0.7253], [4.2790, -0.5123, 0.7452]],
  "largest_force_ha_per_bohr": 0.0868,
  "orbital_gap_ev": [6.9022, 6.9170],
  "charge": 1,
  "energy_ha": -319.827435,
  "homo_ev": [-13.117, -13.121]
}

Calculated relative energy (zero: lowest compared OMol25 entry of this formula, charge and spin), 2.5783; 0.6622; 1.7383; 3.5400; 1.4972; 2.8266; 5.5563 eV (same order as the records).